1.
123
Properties=species:S:1:pos:R:3:mulliken_charge:R:1 method="wB97M-V/def2-TZVPD" smiles="NP(O)[C@H]1OS(=O)(=O)[C@@](O)(ON=O)[C@@H](CCCSC(=S)N(c2ccccc2)c2ccccc2)[C@@]1(CC(=O)F)P(O)O.CCOC(=O)C(F)(F)F.CCOC(=O)C(F)(F)F.CCOC(=O)C(F)(F)F.CCOC(=O)C(F)(F)F" homo_ev=-7.8 total_charge=0
N 3.655 -6.008 -2.881 -0.456
P 2.200 -5.102 -3.039 0.050
O 1.085 -5.925 -2.100 -0.503
C 2.633 -3.515 -2.113 -1.823
O 4.059 -3.365 -2.218 -0.371
S 4.691 -2.306 -1.211 1.426
O 4.367 -2.672 0.136 -0.715
O 6.062 -2.166 -1.552 -0.697
C 3.745 -0.764 -1.598 0.205
O 4.100 0.114 -0.577 -0.686
O 4.143 -0.224 -2.807 -0.282
N 5.216 0.800 -2.661 0.151
O 4.911 1.736 -3.245 -0.243
C 2.248 -1.136 -1.541 -0.792
C 1.337 0.085 -1.336 -1.442
C 1.281 1.157 -2.431 -1.189
C 0.017 1.121 -3.300 -0.740
S -1.462 1.358 -2.261 -0.191
C -2.750 0.503 -3.186 0.411
S -3.147 1.098 -4.647 -0.237
N -3.310 -0.612 -2.586 1.146
C -3.524 -0.440 -1.155 -0.427
C -4.459 0.422 -0.601 -0.123
C -4.612 0.498 0.774 -0.942
C -3.836 -0.272 1.633 -0.595
C -2.900 -1.134 1.077 -0.793
C -2.755 -1.217 -0.299 0.260
C -4.440 -1.186 -3.297 -0.241
C -5.683 -0.576 -3.406 0.089
C -6.724 -1.176 -4.092 -0.886
C -6.555 -2.422 -4.692 -0.506
C -5.323 -3.041 -4.560 -0.773
C -4.278 -2.436 -3.870 -0.140
C 1.841 -2.236 -2.572 2.944
C 0.341 -2.598 -2.445 0.718
C -0.397 -2.818 -3.754 -0.017
O -0.992 -1.960 -4.287 -0.303
F -0.461 -4.046 -4.241 -0.327
P 2.200 -2.011 -4.422 0.013
O 2.402 -0.443 -4.852 -0.509
O 3.553 -2.857 -4.797 -0.236
H 3.849 -6.075 -1.877 0.257
H 3.379 -6.955 -3.132 0.311
H 0.965 -5.499 -1.240 0.341
H 2.405 -3.681 -1.048 1.245
H 3.814 -0.294 0.254 0.482
H 2.185 -1.651 -0.573 0.909
H 0.326 -0.171 -1.030 0.749
H 1.744 0.575 -0.456 0.289
H 2.165 1.216 -3.053 0.224
H 1.219 2.123 -1.923 0.636
H 0.077 1.983 -3.961 0.682
H -0.066 0.253 -3.949 0.181
H -5.075 1.049 -1.225 0.408
H -5.350 1.143 1.226 0.447
H -3.983 -0.205 2.700 0.482
H -2.297 -1.739 1.740 0.432
H -2.032 -1.924 -0.677 0.328
H -5.870 0.397 -2.980 0.314
H -7.684 -0.688 -4.178 0.381
H -7.357 -2.887 -5.243 0.411
H -5.182 -4.015 -5.007 0.397
H -3.351 -2.983 -3.806 0.251
H -0.224 -1.789 -1.994 -2.025
H 0.214 -3.459 -1.792 0.978
H 3.335 -0.220 -4.995 0.294
H 3.540 -2.940 -5.757 0.397
C -4.529 6.298 1.404 -1.117
C -3.435 5.431 1.987 -0.169
O -3.790 4.956 3.304 -0.350
C -4.595 3.908 3.345 0.398
O -5.054 3.325 2.408 -0.505
C -4.836 3.497 4.806 0.840
F -5.101 4.560 5.578 -0.201
F -3.752 2.889 5.308 -0.260
F -5.857 2.652 4.907 -0.254
H -4.768 7.118 2.083 0.286
H -4.213 6.712 0.448 0.385
H -5.443 5.726 1.248 0.310
H -2.524 6.009 2.120 0.321
H -3.198 4.588 1.338 0.307
C 5.022 -0.582 5.350 -1.078
C 3.619 -0.379 5.879 -0.206
O 2.839 0.443 4.986 -0.324
C 2.318 -0.171 3.938 0.345
O 2.430 -1.328 3.657 -0.515
C 1.484 0.823 3.114 0.925
F 2.127 1.981 2.932 -0.273
F 0.326 1.095 3.727 -0.281
F 1.205 0.317 1.911 -0.223
H 5.500 0.379 5.157 0.302
H 5.621 -1.136 6.072 0.373
H 5.012 -1.137 4.412 0.296
H 3.645 0.158 6.824 0.319
H 3.112 -1.327 6.053 0.314
C -6.260 6.998 7.411 -1.022
C -5.393 8.121 7.936 -0.284
O -5.387 9.243 7.031 -0.317
C -6.429 10.059 7.108 0.340
O -7.362 9.954 7.846 -0.509
C -6.249 11.220 6.116 0.908
F -5.843 10.782 4.918 -0.241
F -5.328 12.080 6.573 -0.254
F -7.387 11.884 5.949 -0.240
H -5.947 6.713 6.408 0.253
H -6.190 6.127 8.062 0.370
H -7.304 7.302 7.352 0.355
H -4.357 7.796 8.009 0.326
H -5.706 8.442 8.929 0.328
C 8.924 -4.888 -3.296 -1.153
C 8.067 -5.851 -4.087 -0.049
O 8.683 -7.153 -4.168 -0.315
C 8.526 -7.937 -3.113 0.334
O 7.931 -7.675 -2.111 -0.513
C 9.199 -9.295 -3.375 0.904
F 10.418 -9.145 -3.906 -0.247
F 8.464 -10.018 -4.232 -0.255
F 9.323 -9.991 -2.249 -0.238
H 9.930 -4.840 -3.716 0.338
H 8.485 -3.891 -3.310 0.350
H 9.019 -5.209 -2.259 0.307
H 7.966 -5.504 -5.113 0.305
H 7.064 -5.935 -3.670 0.230



2.
49
Properties=species:S:1:pos:R:3:mulliken_charge:R:1 method="wB97M-V/def2-TZVPD" homo_ev=-8.4 de_lowest_ev=0.192 total_charge=0
In 1.865 -1.546 -0.128 1.254
O 0.685 -3.803 -1.843 -0.588
C 0.424 -2.779 -1.259 0.005
C -1.001 -2.243 -1.320 -0.050
C -1.895 -2.881 -2.176 -0.707
C -3.179 -2.398 -2.342 -0.568
C -3.585 -1.257 -1.662 -0.665
C -2.709 -0.615 -0.805 -0.273
C -1.418 -1.111 -0.615 0.243
P -0.298 -0.297 0.560 0.696
C -0.803 -0.809 2.217 -0.025
C -2.034 -1.398 2.489 -0.161
C -2.352 -1.763 3.789 -0.704
C -1.445 -1.538 4.814 -0.476
C -0.212 -0.961 4.544 -0.743
C 0.116 -0.605 3.247 -0.194
C -0.666 1.465 0.390 0.299
C -0.251 2.108 -0.775 -0.285
C -0.521 3.452 -0.962 -0.724
C -1.197 4.165 0.020 -0.547
C -1.603 3.532 1.184 -0.663
C -1.340 2.181 1.372 -0.212
H -1.545 -3.753 -2.714 0.500
H -3.864 -2.902 -3.011 0.410
H -4.584 -0.865 -1.801 0.430
H -3.024 0.280 -0.282 0.526
H -2.739 -1.582 1.688 0.373
H -3.306 -2.227 3.999 0.411
H -1.695 -1.828 5.827 0.381
H 0.504 -0.808 5.340 0.408
H 1.094 -0.193 3.028 0.420
H 0.282 1.557 -1.543 0.508
H -0.195 3.946 -1.868 0.438
H -1.401 5.218 -0.122 0.385
H -2.126 4.087 1.952 0.413
H -1.655 1.691 2.285 0.387
F 5.815 0.829 -3.434 -0.353
C 4.605 0.683 -2.945 -0.159
C 3.183 0.994 -3.149 -0.010
F 2.072 1.016 -3.888 -0.340
C 3.840 1.775 -2.088 0.641
F 4.213 3.045 -2.285 -0.349
C 3.359 1.243 -0.747 0.017
O 2.913 1.871 0.173 -0.596
C 3.437 -0.274 -0.941 1.196
F 4.640 -0.649 -0.297 -0.403
C 3.666 -0.314 -2.426 0.497
F 3.482 -1.472 -3.105 -0.357
F 2.447 -2.266 1.615 -0.689



3.
10
Properties=species:S:1:pos:R:3:mulliken_charge:R:1 method="wB97M-V/def2-TZVPD" smiles="NC(=O)/N=C/O" homo_ev=-10.0 de_lowest_ev=1.293 total_charge=0
N -1.183 -0.863 -1.192 -0.345
C -0.598 -0.703 0.030 0.471
O -0.828 -1.386 1.010 -0.607
N 0.280 0.368 0.006 -0.504
C 0.962 0.755 1.020 0.126
O 1.675 1.809 0.678 -0.509
H -1.739 -1.687 -1.331 0.243
H -0.827 -0.375 -1.999 0.228
H 1.246 1.726 -0.256 0.509
H 1.012 0.354 2.035 0.388



4.
30
Properties=species:S:1:pos:R:3:mulliken_charge:R:1 method="wB97M-V/def2-TZVPD" smiles=O.O.O.O.O.O.O.O.O.O homo_ev=-8.8 de_lowest_ev=8.381 total_charge=0
H 0.717 0.570 -1.339 0.306
H 0.084 1.425 -0.253 0.278
H -1.284 -3.212 -1.287 0.343
H -1.144 -3.843 0.089 0.269
H -2.231 -1.049 0.904 0.252
H -1.981 0.069 -0.094 0.337
H 3.342 1.936 -2.215 0.303
H 3.080 1.288 -0.865 0.303
H -4.156 3.993 1.481 0.311
H -4.314 2.918 0.419 0.296
H 1.021 -1.975 1.589 0.431
H 1.120 -0.560 2.134 0.297
H 1.108 -3.198 -0.874 0.340
H 0.757 -2.973 -2.336 0.297
H -3.622 0.338 -1.690 0.298
H -3.981 1.204 -0.494 0.278
H 2.782 3.823 0.034 0.297
H 3.211 4.819 -1.030 0.320
H 2.951 -2.505 2.401 0.330
H 2.803 -0.995 2.317 0.349
O 0.353 0.520 -0.447 -0.590
O -0.762 -3.856 -0.796 -0.607
O -2.690 -0.441 0.315 -0.549
O 3.135 1.087 -1.806 -0.601
O -3.702 3.238 1.091 -0.605
O 1.065 -1.480 2.415 -0.752
O 0.655 -2.582 -1.460 -0.640
O -4.116 0.324 -0.863 -0.609
O 3.136 4.712 -0.075 -0.619
O 2.893 -1.781 1.767 -0.664



5.
26
Properties=species:S:1:pos:R:3:mulliken_charge:R:1 method="wB97M-V/def2-TZVPD" smiles=CC(C)c1ccc2ccccc2n1 homo_ev=-8.7 de_lowest_ev=0.413 total_charge=0
C -3.177 -0.645 1.261 -1.410
C -2.757 0.185 -0.035 0.510
C -3.269 -0.650 -1.197 -1.310
C -1.304 0.342 0.005 0.773
C -0.848 1.719 -0.102 -0.899
C 0.494 1.909 -0.060 -0.583
C 1.358 0.811 0.053 1.021
C 2.776 0.964 0.136 -0.889
C 3.589 -0.111 0.005 -0.317
C 3.088 -1.395 -0.082 -0.635
C 1.721 -1.564 -0.023 -0.154
C 0.794 -0.504 -0.033 -0.233
H -2.679 -1.576 1.272 0.372
H -4.285 -0.678 1.523 0.363
H -2.877 -0.137 2.245 0.330
H -3.165 1.181 -0.021 0.331
H -3.303 -0.082 -2.202 0.281
H -4.311 -1.069 -1.004 0.337
H -2.622 -1.551 -1.274 0.328
H -1.554 2.562 -0.108 0.293
H 0.854 2.943 -0.115 0.352
H 3.134 1.949 0.260 0.408
H 4.666 -0.039 -0.032 0.357
H 3.743 -2.256 -0.177 0.378
H 1.379 -2.578 0.086 0.419
N -0.539 -0.718 -0.001 -0.423